Below is a 2-piece molecular cluster, C6H16NO3 overall, with properties calculated with ωB97M-V/def2-TZVPD.

The geometry in XYZ format:
```
26
Properties=species:S:1:pos:R:3:forces:R:3
C -0.159560 -2.178177 1.323333 0.0 -0.2 0.6
C 0.007378 -2.337829 -1.110867 0.2 -0.1 -0.6
C -0.999496 1.461346 -1.622738 0.1 0.5 -0.3
C 2.403149 1.249867 0.607889 0.1 0.2 0.1
C -2.170823 1.313327 1.128196 -0.5 0.4 0.2
C -0.944430 -0.376629 -0.078970 0.2 -0.1 0.2
N -0.426503 -1.569444 0.038076 -0.4 0.5 -0.2
O -1.190752 0.077136 -1.280669 -0.3 -0.4 0.5
O 2.292898 0.115357 -0.234119 0.0 -0.3 -0.2
O -1.184814 0.276139 1.032622 0.4 -0.2 -0.5
H -0.576542 -3.184673 1.338551 0.0 0.0 0.0
H 0.919268 -2.238898 1.469994 0.0 0.0 0.0
H -0.594321 -1.592095 2.127092 0.0 -0.1 -0.1
H -0.285633 -1.845323 -2.032692 0.0 -0.1 0.1
H 1.091563 -2.436904 -1.082757 0.0 0.0 0.0
H -0.446548 -3.326519 -1.072099 0.0 0.0 0.0
H -0.202977 1.899540 -1.027366 0.0 0.0 0.1
H -1.920884 2.032948 -1.521682 0.0 -0.2 0.1
H -0.705277 1.448834 -2.669854 0.0 0.0 0.1
H 2.637353 2.151841 0.033746 0.0 0.0 0.1
H 3.167334 1.106319 1.373152 0.0 0.1 0.1
H 1.438355 1.371757 1.098974 0.0 0.1 0.0
H -2.598551 1.202338 2.122675 0.0 0.0 -0.1
H -2.955248 1.192983 0.383645 0.1 -0.1 0.0
H -1.703267 2.293852 1.047034 0.0 -0.1 -0.1
H 3.169811 -0.074653 -0.587648 -0.2 0.0 0.0
```
Positions in Å, forces in eV/Å.

As for the charge: +1. The LUMO energy comes out at -2.4 eV. The energy above the lowest of the compared OMol25 structures with the same formula, charge and spin is 2.0 kcal per mole. For the highest occupied orbital energy, the calculation gives -13.87 eV. The calculation puts the HOMO-LUMO gap at 11.44 eV. As for the spin multiplicity: 1. The value obtained for the total energy is -14106.816 eV.



Below is an isolated ion of composition C6H16NSi and charge +1, with properties calculated with ωB97M-V/def2-TZVPD.

The geometry in XYZ format:
```
24
Properties=species:S:1:pos:R:3:forces:R:3
C -2.586175 -0.625750 -0.478452 1.7 1.7 1.8
C -1.398860 -1.336099 0.084633 1.5 1.9 0.7
C -2.503811 0.770373 0.098437 -2.2 2.0 2.9
C -0.081078 0.456183 0.554075 -2.5 -4.2 -3.5
C 2.032738 -1.777811 0.186817 2.6 3.2 -2.2
C 2.709702 1.402329 0.024922 -0.3 -1.9 -3.4
N -1.112276 1.260543 -0.112384 1.1 -1.2 -2.4
Si 1.472361 -0.038227 -0.347403 2.1 0.7 -0.7
H -2.614273 -0.430487 -1.494886 0.2 -0.6 -2.3
H -3.490088 -1.023931 -0.163380 -1.7 -1.0 0.5
H -1.545560 -1.924360 0.990408 0.2 0.2 -0.2
H -0.722151 -1.730689 -0.629952 0.4 -0.8 -0.4
H -3.260665 1.542700 -0.200617 0.8 -0.7 -0.8
H -2.787099 0.823474 1.241474 1.4 -0.5 -1.8
H -0.029514 0.614928 1.562144 -0.2 0.4 2.6
H 2.856232 -2.091109 -0.494136 -0.6 0.2 0.3
H 2.437650 -1.822244 1.137382 0.9 0.3 2.1
H 1.309057 -2.460196 0.168948 -3.1 -2.8 -0.4
H 3.033665 1.362463 0.992594 0.6 0.5 2.7
H 3.615540 1.206271 -0.594833 -0.5 0.1 0.3
H 2.311555 2.338320 -0.344418 -0.1 0.4 0.4
H -0.815446 1.344154 -1.141666 -1.1 -0.8 1.3
H -0.931228 2.171413 0.140231 -0.4 3.1 1.3
H 1.410191 0.067839 -1.914817 -0.7 -0.2 1.3
```
Positions in Å, forces in eV/Å.

As for the charge: +1. The LUMO energy comes out at -3.6 eV. The energy above the lowest of the compared OMol25 structures with the same formula, charge and spin is 46.2 kcal per mole. For the highest occupied orbital energy, the calculation gives -13.23 eV. The calculation puts the HOMO-LUMO gap at 9.58 eV. As for the spin multiplicity: 1. The value obtained for the total energy is -15839.670 eV.